The molecule H4N2, computed with ωB97M-V/def2-TZVPD.

Cartesian coordinates (Å):
N  -0.51  0.55  0.03
N  0.45  -0.56  -0.30
H  -0.34  0.50  1.08
H  -0.04  1.52  -0.18
H  0.02  -0.93  -1.15
H  0.42  -1.09  0.52

- E_HOMO (eV) = -8.79
- LUMO energy (eV) = 1.26
- SMILES = NN
- relative energy (zero: lowest compared OMol25 entry of this formula, charge and spin) (kJ/mol) = 62.30
- strongest force on any atom (eV/A) = 4.08
- energy (hartree) = -111.8415
- orbital gap (eV) = 10.05
- multiplicity = 1